This record from OMol25 describes C43H108AsF6KN8O9 as an isolated structure at a distorted geometry. The level of theory is the ωB97M-V functional and the def2-TZVPD basis.

Its net charge is -1. Its expectation value of S² is 0.75. The value obtained for the HOMO energy (alpha / beta) is -1.1 / -5.8 eV. The LUMO energy (alpha / beta) comes out at 0.03808 / 0.03598 Eh. As for the spin multiplicity: 2.

Last column: Mulliken spin population.
Positions of all 176 atoms, in Å:
K (21.56, 26.01, 21.95)  0.1088
As (18.80, 23.09, 23.25)  0.9002
F (17.63, 21.70, 22.94)  -0.0035
F (20.11, 21.92, 23.77)  0.0674
F (19.95, 24.47, 23.56)  -0.0362
F (17.65, 24.26, 22.62)  0.0527
F (18.17, 23.20, 24.91)  -0.0830
F (19.39, 22.74, 21.56)  -0.0859
C (17.34, 30.22, 20.19)  -0.0009
C (16.18, 29.27, 20.64)  0.0023
C (16.83, 27.90, 20.44)  -0.0255
C (16.00, 26.68, 20.85)  0.0125
C (15.66, 26.87, 22.39)  0.0039
C (15.12, 28.28, 22.81)  0.0050
N (15.86, 29.36, 22.12)  -0.0001
O (15.59, 30.67, 22.41)  0.0000
C (13.59, 28.32, 22.53)  0.0003
C (15.43, 28.37, 24.30)  -0.0010
C (14.90, 29.57, 19.70)  0.0004
H (16.96, 31.22, 20.36)  0.0000
H (17.47, 30.11, 19.11)  0.0000
H (18.28, 30.02, 20.71)  0.0013
H (17.14, 27.83, 19.39)  -0.0001
H (17.80, 27.84, 20.94)  0.0227
H (16.62, 25.79, 20.79)  0.0066
H (15.14, 26.63, 20.18)  0.0002
H (16.49, 26.47, 22.96)  0.0282
H (14.85, 26.15, 22.49)  -0.0036
H (13.09, 27.62, 23.20)  -0.0001
H (13.16, 29.27, 22.87)  0.0000
H (13.30, 28.03, 21.52)  0.0000
H (14.78, 27.73, 24.89)  -0.0005
H (16.50, 28.23, 24.48)  0.0028
H (15.19, 29.36, 24.71)  -0.0001
H (14.45, 30.54, 19.91)  -0.0001
H (14.10, 28.83, 19.67)  -0.0003
H (15.25, 29.69, 18.67)  0.0001
H (16.14, 30.74, 23.20)  0.0000
C (18.79, 19.73, 17.39)  0.0001
C (18.70, 18.76, 18.66)  -0.0020
C (18.93, 17.41, 18.03)  0.0004
C (19.35, 16.25, 18.93)  0.0000
C (20.46, 16.75, 19.87)  -0.0002
C (20.23, 18.04, 20.58)  -0.0052
N (19.76, 19.11, 19.60)  -0.0097
O (19.62, 20.37, 20.05)  -0.0239
C (19.34, 17.89, 21.79)  -0.0093
C (21.62, 18.47, 21.05)  -0.0022
C (17.21, 18.85, 19.12)  0.0031
H (18.50, 20.76, 17.61)  0.0008
H (18.04, 19.56, 16.62)  0.0000
H (19.73, 19.76, 16.85)  0.0003
H (18.02, 17.06, 17.53)  0.0000
H (19.54, 17.41, 17.12)  0.0000
H (19.62, 15.40, 18.30)  0.0000
H (18.49, 15.96, 19.52)  0.0000
H (21.32, 16.72, 19.20)  0.0000
H (20.69, 16.00, 20.63)  -0.0002
H (19.74, 17.14, 22.48)  -0.0011
H (19.36, 18.82, 22.35)  0.0240
H (18.28, 17.73, 21.55)  -0.0013
H (22.32, 18.86, 20.31)  0.0005
H (21.68, 19.37, 21.66)  0.0086
H (22.17, 17.64, 21.51)  0.0001
H (17.04, 18.15, 19.94)  -0.0008
H (16.56, 18.58, 18.28)  0.0003
H (16.91, 19.81, 19.54)  0.0002
H (18.91, 20.32, 20.70)  -0.0078
C (16.29, 22.96, 20.11)  0.0072
O (16.18, 21.78, 20.88)  -0.0185
H (17.18, 23.49, 20.45)  0.0004
H (16.33, 22.81, 19.03)  0.0038
H (15.44, 23.61, 20.33)  -0.0038
H (16.69, 21.88, 21.68)  -0.0088
C (21.75, 24.94, 17.84)  -0.0006
C (20.55, 24.67, 18.76)  -0.0327
C (19.61, 23.69, 18.09)  0.0105
O (19.02, 24.30, 16.95)  0.0017
C (18.22, 23.43, 16.13)  0.0006
N (21.22, 24.09, 19.93)  -0.0222
H (22.17, 23.96, 17.62)  -0.0002
H (22.53, 25.61, 18.19)  0.0013
H (21.32, 25.30, 16.90)  0.0001
H (20.09, 25.58, 19.14)  0.0217
H (18.87, 23.44, 18.84)  0.0049
H (20.07, 22.74, 17.83)  -0.0005
H (17.81, 23.97, 15.28)  0.0000
H (17.37, 23.05, 16.70)  -0.0001
H (18.76, 22.60, 15.68)  0.0000
H (21.61, 23.24, 19.58)  0.0011
H (20.48, 23.70, 20.50)  -0.0128
C (22.02, 19.54, 24.78)  0.0035
C (23.08, 20.59, 25.15)  -0.0078
C (23.58, 21.41, 23.91)  -0.0290
O (24.30, 20.44, 23.14)  0.0022
C (24.37, 20.95, 21.85)  0.0015
N (22.37, 21.43, 26.05)  0.0044
H (21.37, 19.28, 25.61)  -0.0019
H (22.55, 18.63, 24.48)  -0.0007
H (21.42, 19.87, 23.93)  0.0208
H (23.96, 20.11, 25.57)  0.0005
H (24.29, 22.17, 24.25)  -0.0067
H (22.69, 21.83, 23.44)  0.0427
H (24.95, 21.87, 21.88)  0.0004
H (23.47, 21.05, 21.24)  0.0035
H (24.90, 20.26, 21.20)  -0.0001
H (21.39, 21.36, 25.79)  0.0168
H (22.47, 22.43, 26.07)  -0.0016
C (20.73, 23.25, 29.89)  0.0002
C (19.48, 23.14, 28.99)  -0.0054
C (19.38, 21.77, 28.29)  -0.0042
O (18.14, 21.78, 27.59)  0.0011
C (17.99, 20.65, 26.71)  0.0073
N (18.29, 23.44, 29.85)  0.0001
H (21.66, 23.02, 29.38)  0.0002
H (20.61, 22.60, 30.76)  -0.0001
H (20.94, 24.26, 30.26)  0.0001
H (19.50, 23.90, 28.20)  0.0079
H (19.43, 21.00, 29.06)  -0.0017
H (20.21, 21.70, 27.58)  0.0034
H (18.96, 20.30, 26.35)  -0.0001
H (17.43, 20.93, 25.83)  0.0041
H (17.61, 19.77, 27.23)  0.0001
H (18.44, 24.28, 30.39)  0.0000
H (18.26, 22.83, 30.65)  0.0000
C (14.11, 23.75, 25.20)  -0.0055
C (15.39, 23.57, 25.94)  0.0080
C (15.96, 24.95, 26.48)  -0.0305
O (17.07, 24.73, 27.30)  -0.0029
C (17.67, 26.01, 27.59)  -0.0079
N (15.16, 22.73, 27.11)  -0.0001
H (13.40, 24.46, 25.60)  0.0000
H (13.58, 22.85, 24.90)  -0.0004
H (14.36, 24.09, 24.19)  0.0040
H (16.07, 23.06, 25.25)  -0.0043
H (15.22, 25.44, 27.11)  -0.0011
H (16.24, 25.55, 25.61)  0.0199
H (18.63, 25.85, 28.07)  0.0021
H (17.06, 26.59, 28.28)  0.0000
H (18.00, 26.52, 26.68)  0.0100
H (14.28, 23.08, 27.47)  -0.0002
H (14.91, 21.85, 26.68)  0.0010
C (21.55, 29.00, 19.76)  -0.0004
C (22.14, 29.35, 21.18)  -0.0074
C (21.01, 29.42, 22.28)  -0.0093
O (20.19, 28.27, 22.30)  -0.0218
C (19.11, 28.12, 23.25)  0.0076
N (23.24, 28.39, 21.49)  0.0102
H (21.17, 27.98, 19.76)  0.0033
H (22.35, 29.05, 19.03)  0.0005
H (20.81, 29.73, 19.41)  -0.0007
H (22.70, 30.28, 21.07)  0.0001
H (20.48, 30.34, 22.05)  0.0003
H (21.46, 29.57, 23.26)  0.0054
H (18.66, 27.13, 23.23)  0.0439
H (18.36, 28.87, 23.03)  -0.0032
H (19.52, 28.37, 24.23)  -0.0017
H (23.94, 28.60, 20.78)  -0.0005
H (23.71, 28.75, 22.30)  0.0002
C (18.02, 17.79, 25.16)  -0.0016
C (16.82, 17.36, 24.31)  0.0031
C (16.01, 16.21, 24.97)  0.0005
O (16.72, 14.97, 24.98)  0.0000
C (17.07, 14.53, 23.64)  -0.0001
N (16.05, 18.57, 24.29)  0.0008
H (17.61, 17.94, 26.15)  0.0001
H (18.59, 18.66, 24.81)  0.0048
H (18.66, 16.91, 25.12)  0.0001
H (17.11, 17.12, 23.29)  0.0010
H (15.10, 16.01, 24.40)  0.0000
H (15.67, 16.43, 25.98)  0.0000
H (17.25, 13.46, 23.68)  0.0000
H (18.00, 14.97, 23.30)  0.0000
H (16.15, 14.67, 23.07)  0.0000
H (16.75, 19.27, 24.10)  0.0093
H (15.43, 18.49, 23.50)  -0.0006


This record from OMol25 describes C3H4N2O in the gas phase. The level of theory is the ωB97M-V functional and the def2-TZVPD basis.

The value obtained for the HOMO energy is -9.2 eV. The energy above the lowest of the compared OMol25 structures with the same formula, charge and spin is 4.325 eV. The LUMO energy comes out at 0.00062 Eh.

Last column: Mulliken charge in e.
Positions of all 10 atoms, in Å:
O (0.92, -1.84, 0.70)  -0.4444
C (0.10, -0.82, 0.96)  0.2170
C (-1.00, -0.47, 0.29)  -0.2842
C (-1.25, 0.54, -0.53)  -0.3007
N (-0.17, 1.44, -0.90)  -0.2072
N (0.95, 1.06, -0.53)  -0.3234
H (0.69, -2.21, -0.16)  0.3498
H (0.36, -0.31, 1.89)  0.3463
H (-2.21, 0.83, -0.96)  0.4115
H (1.62, 1.79, -0.77)  0.2354


This record from OMol25 describes C26H28N5O7S7Ti as an isolated structure at a distorted geometry. The level of theory is the ωB97M-V functional and the def2-TZVPD basis.

Its net charge is +1. The value obtained for the HOMO energy is -9.7 eV. The energy above the lowest of the compared OMol25 structures with the same formula, charge and spin is 1.643 eV. The LUMO energy comes out at -0.14585 Eh.

Last column: Mulliken charge in e.
Positions of all 74 atoms, in Å:
Ti (-0.13, 1.09, 1.39)  -0.1613
O (1.25, -0.60, 1.44)  -0.1482
C (2.61, -0.21, 1.11)  3.2652
C (2.51, 1.24, 0.56)  -0.2305
O (3.46, 1.87, 0.17)  -0.5736
O (1.29, 1.69, 0.56)  -0.0123
C (3.46, -0.26, 2.37)  -0.2538
C (3.93, -1.50, 2.79)  0.0563
C (4.70, -1.60, 3.94)  -0.9943
C (4.99, -0.46, 4.67)  -0.5126
C (4.48, 0.77, 4.28)  -1.0615
C (3.71, 0.87, 3.13)  -0.4090
C (3.18, -1.13, 0.04)  -0.6682
C (2.58, -2.36, -0.22)  -0.0840
C (3.13, -3.22, -1.15)  -1.2566
C (4.29, -2.86, -1.83)  -0.5214
C (4.89, -1.65, -1.56)  -0.9529
C (4.35, -0.79, -0.62)  -0.5711
H (1.33, -1.23, 2.17)  0.4108
H (3.72, -2.39, 2.22)  0.3818
H (5.09, -2.55, 4.25)  0.4385
H (5.60, -0.53, 5.56)  0.4359
H (4.70, 1.65, 4.86)  0.4402
H (3.32, 1.83, 2.83)  0.4940
H (1.70, -2.66, 0.33)  0.7039
H (2.66, -4.17, -1.34)  0.4678
H (4.71, -3.54, -2.55)  0.4462
H (5.80, -1.37, -2.07)  0.4540
H (4.82, 0.16, -0.42)  0.5216
S (-2.04, 4.20, 7.74)  -0.1823
C (-1.55, 3.52, 6.35)  0.1257
S (-1.65, 4.35, 4.80)  -0.0478
C (-0.97, 3.05, 3.86)  0.1586
C (-0.63, 1.91, 4.52)  0.0269
S (0.03, 0.53, 3.71)  -0.3556
S (-0.87, 1.91, 6.25)  -0.0684
S (-0.71, 3.25, 2.17)  -0.3517
C (-3.48, -0.71, -6.84)  -1.2022
C (-3.75, -0.21, -5.44)  -0.4610
S (-2.77, -1.15, -4.23)  1.1320
O (-1.53, -0.46, -3.95)  -0.7845
O (-2.66, -2.53, -4.60)  -0.6829
C (-3.71, -1.08, -2.64)  -0.5688
C (-3.09, -2.10, -1.68)  -1.6336
N (-2.67, -1.48, -0.44)  0.3418
C (-1.47, -0.95, -0.21)  -0.1415
N (-1.42, -0.41, 1.02)  0.8813
C (-2.64, -0.59, 1.59)  -0.9036
C (-3.44, -1.26, 0.69)  -0.0047
N (-4.81, -1.61, 0.84)  1.0602
O (-5.37, -2.13, -0.09)  -0.6236
O (-5.31, -1.32, 1.91)  -0.5972
C (-0.35, -0.93, -1.17)  0.4862
H (-4.17, -0.24, -7.54)  0.3748
H (-3.61, -1.79, -6.88)  0.3617
H (-2.47, -0.47, -7.15)  0.3326
H (-4.79, -0.37, -5.15)  0.4128
H (-3.47, 0.83, -5.30)  0.3772
H (-4.75, -1.29, -2.84)  0.6729
H (-3.59, -0.06, -2.28)  0.2872
H (-2.21, -2.54, -2.16)  0.7615
H (-3.81, -2.89, -1.46)  0.4369
H (-2.88, -0.27, 2.59)  0.6076
H (0.15, -1.90, -1.20)  0.5432
H (0.39, -0.17, -0.90)  -0.4770
H (-0.71, -0.71, -2.19)  -0.0787
N (-2.15, 4.39, -1.61)  -0.3704
C (-1.26, 3.62, -0.98)  0.5837
N (-0.04, 4.08, -0.71)  -0.0996
S (-1.67, 2.02, -0.59)  -0.1513
H (-1.94, 5.34, -1.85)  0.2031
H (-3.06, 4.02, -1.80)  0.2099
H (0.20, 5.05, -0.85)  0.1869
H (0.63, 3.48, -0.23)  0.1167


This record from OMol25 describes a 11-piece molecular cluster, C48H64ClN11O3S overall at a distorted geometry. The level of theory is the ωB97M-V functional and the def2-TZVPD basis.

The value obtained for the HOMO energy is -8.0 eV. The energy above the lowest of the compared OMol25 structures with the same formula, charge and spin is 0.612 eV. The LUMO energy comes out at -0.02027 Eh.

Last column: Mulliken charge in e.
Positions of all 128 atoms, in Å:
O (3.32, -2.40, 1.98)  -0.5233
C (3.95, -3.34, 1.62)  0.2989
C (5.19, -3.39, 0.73)  -0.7573
C (4.65, -4.38, -0.31)  -0.2415
C (3.60, -5.25, 0.50)  -0.0352
C (2.25, -5.30, -0.19)  -0.6546
C (1.12, -5.58, 0.79)  -0.6943
C (0.62, -4.29, 1.47)  -0.1923
C (-0.87, -4.02, 1.36)  -1.2460
S (-1.53, -3.57, -0.24)  1.0790
O (-0.98, -2.32, -0.64)  -0.4789
O (-2.95, -3.62, -0.10)  -0.7917
Cl (-1.05, -4.96, -1.62)  -0.2100
N (3.61, -4.72, 1.87)  -0.0452
H (5.94, -3.84, 1.36)  0.3395
H (5.38, -2.40, 0.37)  0.3742
H (4.07, -3.77, -0.98)  -0.1127
H (5.43, -4.93, -0.80)  0.4880
H (4.01, -6.25, 0.48)  0.5095
H (2.05, -4.35, -0.66)  -0.0335
H (2.29, -6.08, -0.93)  0.3665
H (1.55, -6.21, 1.55)  0.1532
H (0.33, -6.16, 0.34)  0.5680
H (0.82, -4.40, 2.52)  0.3595
H (1.18, -3.44, 1.13)  0.0492
H (-1.09, -3.14, 1.94)  0.5022
H (-1.45, -4.81, 1.79)  0.5328
H (4.36, -5.21, 2.33)  0.2336
N (-4.58, -1.35, 0.68)  0.1669
C (-4.36, -0.18, 0.02)  -0.3098
C (-5.27, 0.75, 0.46)  -0.6197
C (-6.07, 0.11, 1.44)  -0.6776
C (-5.62, -1.18, 1.55)  -0.5979
H (-4.06, -2.21, 0.56)  0.2995
H (-3.58, -0.10, -0.72)  0.3988
H (-5.34, 1.77, 0.13)  0.6492
H (-6.88, 0.55, 2.00)  0.4285
H (-5.96, -1.99, 2.18)  0.3833
N (-2.21, 1.19, -3.24)  0.1019
C (-1.28, 1.93, -3.92)  -0.8412
C (-1.84, 3.14, -4.21)  -0.1816
C (-3.16, 3.14, -3.69)  -0.6412
C (-3.36, 1.92, -3.10)  -0.3349
H (-2.07, 0.26, -2.90)  0.1456
H (-0.30, 1.54, -4.13)  0.4531
H (-1.35, 3.94, -4.74)  0.4998
H (-3.88, 3.93, -3.75)  0.4026
H (-4.21, 1.51, -2.58)  0.3927
N (-7.84, 2.98, -0.38)  0.0138
C (-8.61, 2.99, 0.75)  -0.7482
C (-8.75, 4.28, 1.16)  -0.1590
C (-8.04, 5.10, 0.24)  -0.7323
C (-7.49, 4.27, -0.70)  -0.4235
H (-7.57, 2.16, -0.89)  0.2848
H (-9.00, 2.07, 1.16)  0.4064
H (-9.30, 4.62, 2.02)  0.5378
H (-7.94, 6.17, 0.27)  0.3998
H (-6.88, 4.48, -1.56)  0.4210
N (-11.65, 5.12, 4.04)  -0.0031
C (-12.19, 6.30, 4.46)  -0.4767
C (-12.05, 6.37, 5.82)  -0.4051
C (-11.39, 5.18, 6.24)  -0.4076
C (-11.16, 4.43, 5.12)  -0.4260
H (-11.62, 4.80, 3.09)  0.2256
H (-12.63, 6.99, 3.76)  0.3679
H (-12.37, 7.19, 6.44)  0.3843
H (-11.11, 4.91, 7.24)  0.3920
H (-10.69, 3.47, 4.99)  0.3587
N (1.93, -1.44, -1.70)  0.4251
C (3.07, -1.59, -2.45)  -0.8212
C (4.02, -0.74, -1.94)  -0.5327
C (3.42, -0.06, -0.84)  0.2943
C (2.14, -0.51, -0.72)  -1.0960
H (1.07, -1.94, -1.84)  0.1097
H (3.11, -2.28, -3.28)  0.4601
H (5.02, -0.62, -2.32)  0.4598
H (3.89, 0.68, -0.21)  0.2401
H (1.36, -0.26, -0.03)  0.4942
N (0.92, 5.69, -5.00)  0.0396
C (1.95, 6.15, -5.78)  -0.5616
C (3.12, 5.72, -5.21)  -0.4071
C (2.78, 4.97, -4.04)  -0.5365
C (1.41, 4.98, -3.95)  -0.5540
H (-0.05, 5.87, -5.18)  0.2024
H (1.77, 6.73, -6.66)  0.3722
H (4.11, 5.91, -5.58)  0.4593
H (3.45, 4.49, -3.36)  0.5006
H (0.75, 4.53, -3.22)  0.4947
N (1.90, -9.63, -0.60)  0.0268
C (0.60, -9.55, -0.20)  -0.5607
C (0.43, -10.42, 0.84)  -0.4259
C (1.68, -11.06, 1.07)  -0.4195
C (2.57, -10.54, 0.17)  -0.5374
H (2.31, -9.10, -1.35)  0.2223
H (-0.09, -8.88, -0.68)  0.4762
H (-0.49, -10.59, 1.38)  0.4222
H (1.90, -11.80, 1.82)  0.4070
H (3.61, -10.75, 0.01)  0.3980
N (5.17, -7.07, 4.81)  -0.0057
C (5.60, -6.89, 6.10)  -0.5781
C (4.52, -6.54, 6.86)  -0.3869
C (3.39, -6.51, 5.99)  -0.5774
C (3.82, -6.84, 4.74)  -0.4614
H (5.76, -7.33, 4.04)  0.2187
H (6.64, -7.03, 6.36)  0.3875
H (4.53, -6.33, 7.91)  0.3938
H (2.37, -6.28, 6.27)  0.3995
H (3.29, -6.94, 3.81)  0.5975
N (5.38, 2.75, 1.49)  0.0931
C (6.52, 2.60, 0.74)  -0.2391
C (7.47, 3.44, 1.25)  -0.6074
C (6.89, 4.12, 2.35)  -0.3304
C (5.60, 3.67, 2.48)  -0.5841
H (4.52, 2.26, 1.34)  0.1471
H (6.55, 1.91, -0.08)  0.3751
H (8.47, 3.56, 0.88)  0.3776
H (7.36, 4.86, 2.98)  0.3879
H (4.82, 3.93, 3.18)  0.3749
N (4.71, 10.14, -4.44)  -0.0154
C (3.84, 9.27, -5.04)  -0.4570
C (3.94, 9.44, -6.39)  -0.1264
C (4.92, 10.44, -6.62)  -0.6634
C (5.37, 10.86, -5.40)  -0.4464
H (4.84, 10.24, -3.45)  0.1868
H (3.22, 8.61, -4.45)  0.4091
H (3.38, 8.90, -7.13)  0.3590
H (5.25, 10.82, -7.57)  0.3813
H (6.11, 11.59, -5.13)  0.3723